A 2-piece molecular cluster, C30H34BrO3S overall at a distorted geometry. Source: OMol25; level of theory: the ωB97M-V functional and the def2-TZVPD basis.

For the HOMO energy, the calculation gives -3.3 eV. For the LUMO energy, the calculation gives 1.02 eV. The value obtained for the total energy is -4361.4448 Eh. Its charge is -1. Its molecular weight is 554.57 g mol⁻¹.

Geometry as XYZ:
```
69
Properties=species:S:1:pos:R:3:lowdin_charge:R:1
Br -1.39288 -0.10206 -0.41262 0.6213
S -2.26484 -2.98756 -1.23172 0.5301
O 3.50661 1.18647 3.48458 -0.0247
O -1.30535 -3.47035 -2.19698 -0.3774
O -3.06768 -3.94200 -0.49726 -0.3749
C 2.00504 3.47719 2.22543 -0.0489
C -0.11079 -0.67013 2.96685 -0.2121
C -1.36659 -1.31110 2.74477 -0.0684
C -2.59140 -0.74137 3.07869 -0.0888
C 2.38838 0.61612 3.41897 -0.2792
C -4.38097 -1.25906 -1.46141 -0.1034
C 4.38677 -1.32026 4.70330 -0.0560
C 1.99656 3.38620 4.71982 -0.0565
C -5.06884 -0.76518 3.07612 -0.2223
C -5.16105 -0.31301 -2.12028 -0.0866
C -3.79964 -1.37407 2.82438 -0.0115
C 4.49072 -1.37492 2.21512 -0.0489
C 1.24378 2.95735 3.45313 -0.5428
C -0.13776 3.61450 3.48150 -0.0782
C -7.48014 -0.94384 3.39399 -0.0966
C -0.02732 0.74910 3.12037 0.0171
C 2.30711 -0.85172 3.32454 -0.0708
C -3.39171 -1.93807 -2.16802 -0.3209
C -4.97546 -0.08594 -3.49010 -0.0992
C 1.15244 1.40997 3.36339 -0.0641
C 1.09524 -1.42498 3.04833 0.0278
C -7.58334 0.45750 3.47559 -0.0963
C -5.18130 0.64859 3.19788 -0.0259
C -6.42410 1.24274 3.38814 -0.0922
C -1.51922 -1.92404 -0.07744 -0.8606
C -3.18594 -1.71832 -3.53199 -0.0614
C -6.24670 -1.54634 3.20164 -0.0364
C 3.33003 -3.18131 3.46576 -0.0794
C 3.60784 -1.68057 3.43143 -0.5507
C -3.98414 -0.77812 -4.19505 -0.0891
H 2.83849 -3.52021 2.54900 0.0814
H 2.71155 -3.44020 4.33114 0.0871
H -2.59659 0.21768 3.61418 0.1078
H 1.01326 -2.50865 2.91993 0.1148
H -8.55761 0.93219 3.59964 0.0945
H -6.14509 -2.63390 3.15513 0.1147
H 4.73826 -0.30948 2.20340 0.0766
H -0.63679 -2.37820 0.37853 -0.0057
H -3.78667 -2.40504 2.47943 0.1265
H -4.28469 1.26475 3.12165 0.1061
H 3.00124 2.95579 4.71814 0.0716
H -1.38097 -2.31955 2.34107 0.0978
H -3.81727 -0.58696 -5.25900 0.0974
H -4.51772 -1.47815 -0.40343 0.1090
H -8.37578 -1.55883 3.49095 0.0984
H -6.48827 2.32945 3.47109 0.1002
H -5.59745 0.64623 -4.00449 0.0927
H -0.94865 1.32376 3.02790 0.0950
H -2.40741 -2.26682 -4.06173 0.1078
H 4.63218 -0.25431 4.69817 0.0717
H 5.41878 -1.95788 2.26037 0.0805
H 2.07852 4.48004 4.76185 0.0803
H 3.01401 3.05701 2.21658 0.0756
H 3.95662 -1.63251 1.29349 0.0912
H -0.70246 3.40901 2.56451 0.0825
H -0.03459 4.70513 3.56393 0.0824
H -0.71301 3.27049 4.34925 0.0853
H 1.48536 3.17519 1.30907 0.0902
H -5.90630 0.24920 -1.55758 0.0996
H 4.27627 -3.72742 3.55675 0.0821
H 1.45784 3.03664 5.60733 0.0853
H 3.78311 -1.55364 5.58816 0.0864
H 5.31556 -1.90372 4.73878 0.0801
H 2.07941 4.57198 2.23728 0.0807
```

---

C22H38CoO3P2S as an isolated structure at a distorted geometry. Source: OMol25; level of theory: the ωB97M-V functional and the def2-TZVPD basis.

For the HOMO energy (alpha / beta), the calculation gives -6.4 / -6.4 eV. For the LUMO energy (alpha / beta), the calculation gives -0.10 / -1.24 eV. The value obtained for the total energy is -3550.1161 Eh. Its molecular weight is 503.49 g mol⁻¹. Its spin multiplicity is 4. As for the expectation value of S²: 3.77.

Geometry as XYZ:
```
67
Properties=species:S:1:pos:R:3:mulliken_spin:R:1
Co -1.99552 -1.90126 -0.14010 2.3456
S -2.11597 0.03671 1.68430 0.0016
P -1.12261 -2.37824 -1.79754 0.0000
P -0.28739 1.20743 -3.34482 0.0037
O -3.20628 -0.77187 0.99945 0.0243
O -2.00409 -0.66654 3.70164 0.0047
O -0.77525 -0.53688 1.34503 0.0307
C -0.57838 0.98918 4.68732 0.0020
C -1.75173 2.17271 -3.84438 -0.0009
C 2.48674 -0.47177 -1.94986 0.0012
C 4.01257 1.49381 -2.04221 0.0007
C 0.49871 0.85988 -0.73765 -0.0357
C -0.47675 1.22691 7.11800 0.0006
C -1.66034 -3.12502 1.64199 0.5464
C -1.32985 0.11974 7.23282 -0.0005
C 1.91804 2.73067 -1.53695 0.0103
C -1.85350 -0.52187 6.11205 0.0015
C 3.19105 2.28335 -0.94375 0.0005
C -1.36061 -1.44305 -3.46655 0.0300
C 1.65879 -0.17751 -0.69346 0.0046
C 0.95896 2.01167 -4.48823 0.0004
C -0.10438 1.61926 5.82765 0.0003
C 0.05492 1.97384 8.32076 0.0000
C -0.29311 -0.47191 -4.00985 0.0007
C 0.68463 2.08675 -1.61728 -0.0016
C -1.51388 -0.09858 4.76338 -0.0012
C 3.25219 0.35482 -2.64470 -0.0012
C -2.53538 -3.72063 -1.71681 0.0254
C 0.19558 -3.43733 -2.57878 -0.0093
H -0.43457 0.29342 -0.92640 0.0292
H 2.34505 -1.49569 -2.34256 -0.0032
H -2.44735 -4.26829 -2.69653 0.0130
H -2.64888 1.54635 -3.79338 0.0002
H -3.46626 -3.17305 -1.67136 -0.0001
H 0.74257 2.75909 7.98348 0.0000
H 0.60119 2.44396 5.74692 0.0000
H 1.87960 1.42596 -4.59647 -0.0001
H -0.22636 2.72351 -1.64155 0.0003
H 0.74728 -0.83247 -3.92205 0.0001
H 0.96496 -3.81515 -1.90102 -0.0014
H -2.35648 -0.96950 -3.45016 -0.0106
H 0.58673 2.16977 -5.51613 -0.0001
H -0.73433 2.46891 8.90824 0.0000
H 0.61899 1.33599 9.01809 0.0000
H 0.70516 -2.97411 -3.43540 -0.0020
H -0.21891 1.29683 3.71641 -0.0002
H 3.28888 1.74342 0.04150 0.0001
H 2.24781 0.02681 0.21117 -0.0002
H 3.73514 3.21440 -0.69106 0.0001
H 4.38720 2.26873 -2.76296 0.0002
H -0.34659 -4.29767 -2.98647 0.0000
H -1.66637 -4.12604 1.15815 -0.0069
H 4.84040 1.02220 -1.46483 0.0002
H 1.19034 -1.15057 -0.46522 0.0004
H -1.58123 -0.26740 8.22678 0.0000
H -1.90325 3.03707 -3.18491 -0.0003
H 0.27977 1.16906 0.30141 0.0003
H 1.28803 2.98385 -4.11078 -0.0001
H -1.65193 2.55254 -4.87408 -0.0001
H -0.47194 -0.32090 -5.09716 0.0006
H -0.73723 -3.08565 2.29120 -0.0133
H -2.48497 -4.38295 -0.84065 0.0025
H -1.37508 -2.29261 -4.16176 0.0054
H -2.51262 -1.38124 6.22035 -0.0003
H 3.53306 0.14179 -3.68811 -0.0001
H 1.86594 3.78775 -1.79559 -0.0002
H -2.53088 -3.02239 2.31148 0.0018
```

---

C6H6F2O2 in the gas phase at a distorted geometry. Source: OMol25; level of theory: the ωB97M-V functional and the def2-TZVPD basis.

For the HOMO energy, the calculation gives -10.5 eV. For the LUMO energy, the calculation gives 0.37 eV. The value obtained for the total energy is -582.3344 Eh. Its molecular weight is 148.11 g mol⁻¹.

Geometry as XYZ:
```
16
Properties=species:S:1:pos:R:3:lowdin_charge:R:1
F 2.14274 -1.51327 -0.87794 0.0537
F 2.02148 0.30960 -2.25111 0.1175
O -1.63993 0.78552 0.84527 -0.0040
O -0.97380 0.39465 3.11819 0.0141
C 1.40948 -0.35353 -1.25354 -0.4096
C 0.01119 -0.44320 -1.19060 -0.1811
C -1.14596 -0.83114 -1.69146 0.1067
C 0.66205 0.50160 -0.21050 -0.1444
C 0.73334 0.28720 1.27808 -0.0546
C -0.69841 0.44901 1.85660 -0.3791
H 0.52081 1.53364 -0.55043 0.1600
H -1.02669 -1.57556 -2.51710 0.0891
H -2.53914 0.67698 1.45416 0.2121
H -2.14254 -0.59257 -1.20846 0.0875
H 1.37975 1.12582 1.74900 0.1563
H 1.28562 -0.75475 1.44985 0.1761
```

---

An isolated ion of composition C5H7ClN4 and charge +2 at a distorted geometry. Source: OMol25; level of theory: the ωB97M-V functional and the def2-TZVPD basis.

For the HOMO energy (alpha / beta), the calculation gives -18.0 / -18.0 eV. For the LUMO energy (alpha / beta), the calculation gives -9.91 / -9.91 eV. The value obtained for the total energy is -873.1395 Eh. Its charge is +2. Its molecular weight is 158.59 g mol⁻¹.

Geometry as XYZ:
```
17
Properties=species:S:1:pos:R:3:lowdin_charge:R:1
Cl 3.42748 0.78007 -0.60584 0.8249
N 1.89973 -0.79590 0.92494 0.0740
N 0.00097 -0.71191 -0.47938 0.1703
N -0.36199 2.20350 0.87490 0.1393
N -1.48700 1.08349 -0.71960 0.1204
C 2.46171 0.52709 0.75498 -0.4738
C 0.53921 1.60631 0.18984 0.0527
C -1.57032 1.87277 0.31314 -0.0073
C 0.85908 -1.27594 0.30843 -0.0504
C -0.17431 0.65067 -0.89939 -0.2469
H 0.21749 0.96849 -1.95654 0.2245
H 2.76137 1.09215 1.67354 0.1335
H 2.40552 -1.27664 1.65526 0.1880
H -2.51124 2.39216 0.81424 0.2254
H -0.78090 -1.31842 -0.67388 0.1874
H 0.76467 -2.30659 0.51002 0.1796
H -2.36154 0.88036 -1.34583 0.2585
```

---

Among the records above, which one has the lowest molecular weight? C6H6F2O2

---

Which value of molecular weight does entry 1 give? 554.57 g mol⁻¹

---

Number 3 is which compound? C6H6F2O2